No. 1
{"formula": "C8H28LiN2O5", "method": "ωB97M-V with the def2-TZVPD basis set", "species": ["Li", "O", "H", "H", "O", "H", "H", "O", "H", "H", "C", "C", "C", "O", "C", "N", "H", "H", "H", "H", "H", "H", "H", "H", "H", "H", "H", "C", "C", "C", "O", "C", "N", "H", "H", "H", "H", "H", "H", "H", "H", "H", "H", "H"], "xyz": [[1.2317, 0.1470, -0.5712], [0.3114, 3.6837, -0.4286], [0.7227, 2.8372, -0.2537], [-0.1719, 3.8858, 0.3725], [2.7285, -0.9135, -1.3435], [3.5344, -0.4395, -1.1385], [2.9619, -1.8368, -1.2474], [2.3194, 1.7377, 0.3161], [2.8072, 1.5390, 1.1154], [2.8725, 2.3619, -0.1536], [-0.4562, -1.6848, 3.0462], [-0.2757, -0.5581, 2.0704], [-0.3389, 0.8096, 2.7003], [-1.5968, 1.5782, 2.4554], [-2.7307, 1.0340, 3.0860], [0.8550, -1.0118, 1.4088], [-1.2993, -1.4702, 3.7029], [0.3973, -1.9625, 3.6646], [-0.8258, -2.5793, 2.5446], [-1.0065, -0.5122, 1.2630], [0.4069, 1.4778, 2.2697], [-0.1538, 0.9465, 3.7657], [-2.9317, 0.0558, 2.6492], [-3.5660, 1.6523, 2.7573], [-2.6943, 1.0128, 4.1752], [1.6474, -1.0230, 2.0350], [0.8102, -1.9781, 1.1183], [0.8650, -0.3060, -4.0582], [-0.1577, 0.3796, -3.1255], [-1.0324, -0.6449, -2.3865], [-0.4586, -1.3610, -1.2678], [-1.2627, -2.2301, -0.5771], [0.5827, 1.3006, -2.1851], [0.2484, -0.7738, -4.8257], [1.4436, -1.0443, -3.5029], [1.5385, 0.4350, -4.4888], [-0.8510, 0.9827, -3.7117], [-1.3025, -1.4756, -3.0384], [-1.9820, -0.1754, -2.1296], [-1.6332, -2.9747, -1.2817], [-2.2246, -1.8895, -0.1938], [-0.6786, -2.7748, 0.1647], [-0.0646, 2.0754, -2.1567], [1.4106, 1.6871, -2.6157]], "mulliken_spin": [-0.0002, 0.0003, -0.0005, 0.0001, 0.0014, 0.0001, -0.0001, 0.0003, -0.0009, 0.0002, 0.0387, 0.0289, 0.0332, 0.6741, 0.0348, 0.0774, 0.0026, 0.0024, -0.0052, -0.0007, -0.0115, 0.0158, 0.0556, 0.0036, 0.0367, -0.0018, 0.0063, -0.0001, 0.0001, -0.0004, 0.0075, 0.0002, -0.0001, 0.0000, 0.0000, 0.0000, -0.0001, 0.0008, 0.0002, 0.0007, 0.0001, -0.0002, 0.0000, 0.0001], "total_charge": 2, "lumo_energy_ev": [-5.82, -12.29], "fmax_ev_per_a": 4.7, "orbital_gap_ev": [10.3, 3.8], "spin_multiplicity": 2, "e_homo_ev": [-16.12, -16.07], "e_tot_ha": -814.1902}

---

No. 2
{"formula": "C2H5N3OS", "method": "ωB97M-V with the def2-TZVPD basis set", "species": ["C", "C", "H", "H", "H", "H", "H", "N", "N", "N", "O", "S"], "xyz": [[-0.2144, -0.1195, -0.1160], [-1.6417, 0.5160, 0.1370], [2.8122, 0.8941, -0.1196], [1.7466, -0.3190, 1.1657], [-0.8103, -2.1002, -0.5891], [0.8180, -1.6606, -0.4208], [-0.8345, 2.0824, -0.1653], [2.0741, 0.0580, 0.0699], [0.7932, 0.7744, -0.0781], [-0.0067, -1.5238, 0.0710], [-1.7216, 1.8376, -0.0033], [-3.0150, -0.4393, 0.0485]], "lowdin_charge": [-0.4041, -0.7605, 0.1288, 0.1830, 0.1708, 0.0127, 0.0542, -0.0755, -0.0664, 0.0610, 0.0194, 0.6765], "total_charge": 0, "lumo_energy_ev": -0.66, "fmax_ev_per_a": 5.6, "orbital_gap_ev": 8.4, "e_homo_ev": -9.04, "smiles": "N/N=C(\\N)C(O)=S", "e_tot_ha": -716.7874}

---

No. 3
{"formula": "C7H8N2", "method": "ωB97M-V with the def2-TZVPD basis set", "species": ["C", "C", "C", "C", "C", "C", "C", "N", "N", "H", "H", "H", "H", "H", "H", "H", "H"], "xyz": [[-0.9912, -2.4868, 0.3206], [-0.6565, -1.2900, 0.4060], [-2.3548, 0.6713, 2.3065], [1.2323, 0.2109, -1.0140], [1.8058, 1.1376, 0.1009], [-2.1721, 0.9021, 0.9316], [-0.3254, 0.0365, 0.8522], [-2.3645, 0.3238, 3.4040], [0.3638, 0.8281, -0.0150], [-1.4584, -3.4416, -0.0217], [1.1988, 0.5069, -2.0722], [1.4604, -0.8537, -0.9747], [2.3580, 0.7191, 0.9940], [1.9924, 2.1090, -0.0198], [-2.0048, 1.9363, 0.5854], [-2.7780, 0.1102, 0.4941], [0.0136, 0.1429, 1.9699]], "lowdin_charge": [0.1372, -0.1337, -0.3619, -0.0948, -0.0560, -0.0285, -0.2483, 0.1307, -0.1320, 0.0556, 0.1029, 0.0965, 0.1280, 0.0448, 0.1015, 0.0878, 0.1703], "total_charge": 0, "lumo_energy_ev": 0.49, "fmax_ev_per_a": 5.2, "orbital_gap_ev": 9.1, "e_homo_ev": -8.63, "e_tot_ha": -380.8254}

---

No. 4
{"formula": "C3H8BrP", "method": "ωB97M-V with the def2-TZVPD basis set", "species": ["C", "C", "C", "P", "Br", "H", "H", "H", "H", "H", "H", "H", "H"], "xyz": [[0.4691, -1.1762, 0.6035], [0.5458, 1.3351, 0.4797], [0.1942, -0.0086, -0.3535], [-1.7285, 0.1155, -0.5424], [-1.8667, 0.6289, -2.6201], [-0.2819, -1.0117, 1.3588], [0.4858, -2.1955, 0.2299], [1.3979, -1.0069, 1.0443], [0.0943, 1.2095, 1.4411], [0.0342, 2.1226, -0.1290], [1.6952, 1.4615, 0.4302], [0.8203, -0.1692, -1.2449], [-1.8596, -1.3052, -0.6974]], "lowdin_charge": [-0.1805, -0.1516, -0.6627, 0.4267, 0.2023, 0.0516, 0.0746, 0.0467, 0.0445, 0.0529, 0.1008, 0.0902, -0.0957], "total_charge": 0, "lumo_energy_ev": 0.76, "fmax_ev_per_a": 3.9, "orbital_gap_ev": 10.0, "e_homo_ev": -9.27, "smiles": "CC(C)PBr", "e_tot_ha": -3034.4521}

---

No. 5
{"formula": "C3H5NO3", "method": "ωB97M-V with the def2-TZVPD basis set", "species": ["C", "C", "N", "C", "O", "O", "O", "H", "H", "H", "H", "H"], "xyz": [[0.7709, 0.1494, 0.1148], [-1.0436, -0.2772, -0.0655], [1.7609, 1.0880, 0.2742], [-2.3466, -0.4236, -0.1767], [-0.2408, 0.0171, 1.0570], [1.2538, -1.3333, -0.0002], [-0.1122, 0.3185, -0.9455], [1.8176, -1.4250, -0.7787], [2.3093, 0.9548, 1.1122], [1.5663, 1.9927, -0.1325], [-2.9281, -0.6896, 0.6858], [-2.8075, -0.3717, -1.1450]], "lowdin_charge": [-0.6272, -0.3218, 0.1831, 0.1080, 0.1033, -0.0027, 0.0999, 0.0823, 0.1167, 0.1162, 0.0715, 0.0707], "total_charge": 0, "lumo_energy_ev": 0.78, "fmax_ev_per_a": 3.4, "orbital_gap_ev": 10.1, "e_homo_ev": -9.33, "e_tot_ha": -397.7178}

---

No. 6
{"formula": "CH4ClNOP2", "method": "ωB97M-V with the def2-TZVPD basis set", "species": ["C", "N", "O", "P", "P", "Cl", "H", "H", "H", "H"], "xyz": [[1.9015, 0.0116, 0.2547], [-0.5749, -1.1948, -0.0285], [-1.5336, -1.9188, -0.3470], [-1.6386, 1.0031, 0.1489], [1.0210, -1.6124, 0.1598], [-3.6718, 1.1867, 0.2111], [1.0733, 0.6375, 0.6734], [2.1358, 0.4427, -0.7394], [2.8770, 0.0161, 0.8113], [-1.5897, 1.4282, -1.1443]], "lowdin_charge": [-0.4021, -0.6119, -0.1975, 0.4409, 0.8688, 0.0577, -0.0274, 0.0270, 0.0404, -0.1958], "total_charge": 0, "lumo_energy_ev": [-1.12, -1.41], "fmax_ev_per_a": 1.9, "orbital_gap_ev": [7.8, 6.8], "e_homo_ev": [-8.90, -8.24], "e_tot_ha": -1313.2460}